Record 1
Density functional theory data (wB97M-V/def2-TZVPD) for a 2-piece molecular cluster, CH6NO2 overall at a distorted geometry.

```
10
Properties=species:S:1:pos:R:3:forces:R:3
O -0.236980 1.959138 0.793856 0.2 0.5 0.1
H 0.622285 2.403366 0.687116 -0.4 -0.2 0.0
H -1.699820 -0.970353 0.543524 0.4 -0.7 0.5
O 1.033941 -0.623196 -0.963516 -0.8 -0.7 0.0
H -0.741978 0.438592 0.497640 1.0 -0.5 0.2
C 0.032088 -1.246789 -0.377336 -0.4 0.4 -1.1
H 1.132080 -1.044115 -1.844616 0.7 0.2 0.5
N -0.755436 -0.619389 0.411245 -1.1 1.0 -0.3
H -0.214532 -2.267806 -0.686032 0.2 0.1 0.3
H -0.785754 2.544860 1.331537 0.1 0.0 -0.1
```
Forces are in eV/Å.

Properties
**Largest force on an atom**: 0.029 hartree/bohr
**Molar mass**: 64.1 g/mol
**Energy**: -246.677165 Eh
**Kohn-Sham gap**: 0.445 Ha
**LUMO energy**: -4.491 eV
**Total charge**: +1



Record 2
Density functional theory data (wB97M-V/def2-TZVPD) for C34H27N2NiP as an isolated structure at a distorted geometry.

```
65
Properties=species:S:1:pos:R:3:forces:R:3
H -1.445925 -3.204658 4.206326 0.0 0.0 0.0
H 1.840829 0.916322 2.488150 0.0 0.0 0.0
C 2.134161 -0.104896 2.264332 0.0 0.0 -0.1
C 3.404460 0.006622 -2.697007 -0.1 0.0 0.2
H -2.003154 -1.641338 -1.363032 0.0 0.0 0.0
H 2.268413 -0.677469 4.323419 0.0 0.0 0.0
C 5.916222 3.271465 0.039780 0.1 0.1 0.0
C 5.909221 1.955929 0.482107 0.0 0.0 0.0
C -1.642427 -0.503329 2.351938 -0.1 -0.5 0.2
H -2.742417 1.364908 2.339612 0.0 0.0 0.0
C -1.088360 -2.203473 -3.232864 -0.1 0.0 0.0
C -0.040568 -0.824350 -1.526982 0.3 0.0 0.3
C -5.792050 2.209689 -1.583527 -0.1 0.0 0.0
C -4.783894 1.344362 -1.988728 0.0 0.0 0.0
C -0.650682 -2.442644 2.277620 -0.1 -0.1 0.0
C 1.121039 -0.766251 -2.350898 -0.2 -0.2 -0.4
C 2.381760 -0.993526 3.294862 0.0 0.0 0.0
C -3.523840 1.431181 -1.420894 0.1 0.0 0.0
C 4.764646 3.835081 -0.488577 0.0 0.0 0.0
H -1.872838 3.233493 0.951787 0.0 0.0 0.0
C 3.440850 -0.672491 -3.931404 0.0 0.0 -0.1
C 2.629449 -1.824229 0.647284 -0.1 0.1 -0.1
C -1.991328 0.761981 1.824327 -0.1 0.3 -0.1
H 6.821107 3.861626 0.112145 0.0 0.0 0.0
N -1.435060 1.189262 0.734948 -0.1 -0.2 0.4
H 2.696318 3.509217 -0.975927 0.0 0.0 0.0
C 1.165688 -1.439665 -3.601746 0.1 0.2 0.2
C 3.604637 3.079117 -0.569352 0.0 -0.1 0.0
N -0.810648 -1.307174 1.596118 -0.1 0.5 0.2
P 2.037584 0.815163 -0.341419 1.0 0.0 -0.4
C -1.115813 -1.548683 -1.980943 0.2 0.1 0.0
H 2.714596 -2.151400 -0.381884 0.0 0.0 0.0
H -2.727832 0.765178 -1.732866 0.0 -0.1 0.0
H -4.980989 0.601909 -2.751876 0.0 0.0 0.0
C 0.023401 -2.154777 -4.025317 -0.1 -0.1 -0.1
C -5.532605 3.162500 -0.611375 0.0 0.0 0.0
H 0.044249 -2.667427 -4.980438 0.0 0.0 0.0
H -6.313621 3.841744 -0.294123 0.0 0.0 0.0
C 4.751808 1.196760 0.398610 0.0 0.0 0.0
H 4.270546 0.569024 -2.371178 0.0 0.0 0.0
H -1.963654 -2.757312 -3.553331 0.0 0.0 0.0
H 2.952033 -2.995863 3.808458 0.0 0.0 0.0
H -0.062671 -3.253052 1.873382 0.1 0.0 0.0
C -1.377635 -2.412559 3.477024 0.1 -0.2 0.0
H -2.649066 -0.797387 4.310593 0.0 0.0 0.0
C -4.268711 3.245366 -0.041100 0.0 0.0 0.0
H -4.070458 3.989990 0.722056 0.0 0.0 0.0
Ni 0.072906 -0.081363 0.305985 -1.2 -0.3 -0.1
C 3.592603 1.756133 -0.132776 -0.2 0.1 0.0
H 6.808884 1.515554 0.892907 0.0 0.0 0.0
C -3.257048 2.380760 -0.438494 0.0 0.0 0.0
C 2.351743 -1.371917 -4.370720 0.1 0.0 -0.1
C -2.011348 -1.175906 3.525648 0.0 0.3 -0.1
H -1.159009 2.750043 -0.592650 0.1 0.0 0.0
C -1.876806 2.460900 0.176137 -0.1 0.0 -0.1
H 2.386174 -1.885587 -5.325452 0.0 0.0 0.0
H -6.778333 2.139194 -2.024509 0.0 0.0 0.0
H 4.751576 0.170934 0.745203 0.0 0.0 0.0
C 2.875837 -2.710157 1.684389 0.0 -0.1 0.0
C 2.263848 -0.507581 0.927657 0.5 0.0 0.1
C 2.758623 -2.297796 3.004574 0.0 0.0 -0.1
H 4.342692 -0.631443 -4.529035 0.0 0.0 0.0
C 2.272460 -0.043595 -1.924898 0.0 0.1 0.0
H 3.152341 -3.733040 1.461401 0.0 0.0 0.0
H 4.765189 4.861308 -0.832328 0.0 0.0 0.0
```
Forces are in eV/Å.

Properties
**Largest force on an atom**: 0.024 hartree/bohr
**Molar mass**: 553.3 g/mol
**Energy**: -3270.988237 Eh
**Kohn-Sham gap (spin up / spin down)**: 0.291 / 0.271 Ha
**LUMO energy (spin up / spin down)**: 0.525 / -0.064 eV
**Multiplicity**: 3



Record 3
Density functional theory data (wB97M-V/def2-TZVPD) for one molecule with the formula C4H12N2O at a distorted geometry.

```
19
Properties=species:S:1:pos:R:3:forces:R:3
N -2.120496 -0.613444 2.416446 -0.7 -0.2 0.6
H 1.234146 -0.499821 0.422805 0.2 0.4 0.0
O -0.490358 0.543468 -2.273929 -0.3 0.8 0.0
H -1.230738 -1.019091 0.283045 0.2 0.0 -0.3
H -0.882752 1.052436 2.276640 0.2 0.2 -0.3
H 1.925148 1.187205 -2.500002 0.1 0.0 0.2
H 0.673836 1.221178 0.173972 0.4 -0.1 -0.1
H -0.037605 -0.490207 2.414687 0.0 0.1 0.1
H 2.165367 -0.491583 -2.906760 -0.1 -0.2 -0.4
N -0.846379 -0.109825 0.510504 0.1 0.5 -0.1
C 0.518134 -0.121487 -1.543687 -0.2 0.0 0.4
H -2.772266 0.026800 2.860443 0.2 0.0 -0.3
C -0.903125 0.013890 1.949381 0.0 -0.6 0.4
H 2.650572 0.024743 -1.345641 0.2 0.2 0.2
C 1.888096 0.171483 -2.102239 0.4 0.0 -0.2
H 0.269380 -1.178724 -1.660366 0.1 -0.1 -0.1
H -1.987141 -1.367141 3.079659 0.3 0.1 -0.2
C 0.480068 0.162550 -0.040892 -1.1 -0.5 0.0
H -0.533888 1.487569 -2.014064 0.1 -0.8 -0.1
```
Forces are in eV/Å.

Properties
**Largest force on an atom**: 0.024 hartree/bohr
**Molar mass**: 104.2 g/mol
**Energy**: -344.331410 Eh
**SMILES string**: C[C@H](O)CNCN
**Kohn-Sham gap**: 0.357 Ha
**LUMO energy**: 1.038 eV



Record 4
Density functional theory data (wB97M-V/def2-TZVPD) for C25H18F3GeHfN2O4 as an isolated structure.

```
54
Properties=species:S:1:pos:R:3:forces:R:3
N 0.451920 -3.634383 0.669040 0.0 -0.2 0.0
C 0.816116 1.827811 -2.065987 0.0 0.0 -0.1
C -2.031299 2.366568 0.932242 0.0 0.0 0.1
C 0.095507 2.886308 -2.618210 0.0 0.0 0.0
O -0.596413 -7.175445 -1.524359 0.0 -0.1 0.0
F -1.144504 -2.749630 3.893293 0.0 0.0 0.0
H -3.808948 3.011490 1.945011 0.0 0.0 0.0
H 2.285208 -3.486091 1.488305 0.0 0.0 0.0
O -2.089602 -5.033068 -1.304555 0.0 0.1 0.0
C -2.222115 0.318351 -0.278922 0.2 0.0 0.0
H 1.261145 1.359601 2.670959 0.0 0.0 0.0
C -4.127635 1.168929 0.902068 0.0 -0.1 0.0
C -3.363166 2.253559 1.311058 0.0 0.0 0.0
C -1.424485 1.402972 0.127774 -0.1 -0.1 0.0
C 2.325936 4.579121 2.705092 0.0 0.0 0.0
H -1.211863 -6.386739 -1.446162 0.0 0.0 0.0
C 1.950640 1.564509 -4.190726 0.0 0.0 0.0
H -1.446251 3.208559 1.287739 0.0 0.0 0.0
H 2.714695 5.329946 3.382882 0.0 0.0 0.0
C -3.554459 0.193457 0.099205 0.0 0.0 0.0
H 2.283849 0.324207 -2.466657 0.0 0.0 0.0
C 1.505377 2.352661 2.304862 0.0 -0.1 0.0
H -1.767011 -0.414307 -0.954774 -0.2 0.0 -0.1
C 1.318461 2.633338 0.950439 0.0 0.0 0.0
H 1.533985 4.146887 -0.555637 0.0 0.0 0.0
H 2.415207 5.858435 0.985473 0.0 0.0 0.0
C 1.739999 1.169474 -2.876022 0.0 0.0 0.0
H -5.159759 1.077499 1.215893 0.0 0.0 0.0
C -1.457334 -4.189138 -0.667221 0.2 -0.2 0.0
C 2.155849 4.874721 1.359516 0.0 0.0 0.1
C 0.545027 -6.990939 -0.884206 0.0 0.1 -0.1
H 1.389536 2.934568 -5.747908 0.0 0.0 0.0
H 2.134856 3.076497 4.224753 0.0 0.0 0.0
Hf -0.612364 -1.636406 0.856689 -0.1 0.4 0.4
C 1.231263 2.627087 -4.720978 0.0 0.0 0.0
C 1.851367 -5.336046 0.519393 -0.1 0.0 0.0
C 0.839545 -0.559907 0.231003 0.0 0.1 -0.1
H -0.647461 3.400770 -2.015571 0.0 0.0 0.0
H 2.670644 1.038259 -4.806705 0.0 0.0 0.0
N 1.646262 -4.108690 1.017160 0.0 0.0 0.0
C 0.298541 3.287410 -3.933017 0.0 0.0 0.0
O 1.424948 -7.818230 -0.868645 0.0 -0.1 0.1
O -1.770656 -2.977403 -0.448393 -0.3 0.0 -0.3
F -2.186881 -1.190645 2.700193 0.1 0.0 0.0
C 1.999981 3.313000 3.175527 0.0 0.0 0.0
C -0.127333 -4.569569 -0.070024 -0.1 0.1 0.0
C 1.656091 3.906854 0.495741 0.0 0.0 -0.1
C 0.716715 -5.686720 -0.188079 0.1 -0.1 0.1
H -0.273648 4.110288 -4.345760 0.0 0.0 0.0
H 2.759943 -5.889107 0.681434 0.0 0.0 0.0
C -0.854530 -1.630329 3.179383 0.1 0.0 -0.1
H -4.134475 -0.663367 -0.222262 0.0 0.0 0.0
F -0.546286 -0.701859 4.101654 0.0 0.0 0.0
Ge 0.539845 1.224901 -0.213015 0.1 -0.1 0.3
```
Forces are in eV/Å.

Properties
**Largest force on an atom**: 0.012 hartree/bohr
**Molar mass**: 718.5 g/mol
**Energy**: -3798.539687 Eh
**Kohn-Sham gap**: 0.231 Ha
**LUMO energy**: 2.538 eV
**Total charge**: -1



Record 5
Density functional theory data (wB97M-V/def2-TZVPD) for a 2-piece molecular cluster, C4H10O3 overall at a distorted geometry.

```
17
Properties=species:S:1:pos:R:3:forces:R:3
H -1.981440 -1.237847 -0.167509 0.5 -0.2 0.4
H -3.211595 -1.465405 -0.957213 -0.6 -0.1 -0.3
C 0.301889 0.178491 0.636828 -0.4 -0.7 1.1
C 1.005468 -0.333992 -0.610373 0.9 1.0 1.3
H -1.598748 0.785033 -0.135141 0.1 0.4 -0.2
H 0.962909 0.568515 1.408166 0.8 0.4 -0.6
C 2.304338 0.456556 -0.895075 -1.8 -0.6 -1.0
H 2.495970 1.369939 -0.296742 0.3 -0.2 0.1
H -1.184055 1.204340 1.498463 -0.4 0.8 0.0
O -0.240427 -1.014044 1.386161 -0.3 1.0 -1.5
O 2.962130 0.121341 -1.838313 0.8 0.4 0.2
O -2.263536 -1.468449 -1.054303 0.2 0.1 0.0
H -0.552859 2.227416 0.148482 0.4 0.0 -0.1
H 0.104159 -0.959789 2.273653 0.0 0.0 0.3
H 0.368038 -0.320383 -1.488226 0.0 -0.1 -0.1
C -0.806712 1.229481 0.475645 -0.5 -2.0 0.7
H 1.334472 -1.341202 -0.384504 -0.1 -0.3 -0.3
```
Forces are in eV/Å.

Properties
**Largest force on an atom**: 0.042 hartree/bohr
**Molar mass**: 106.1 g/mol
**Energy**: -384.088409 Eh
**SMILES string**: C[C@@H](O)CC=O.O
**Kohn-Sham gap**: 0.385 Ha
**LUMO energy**: 0.618 eV